C46H93FO12SSi2 | wB97M-V/def2-TZVPD

Results
HOMO level = -8.9 eV
SMILES = C=CC[C@@]1(CCCCCCCCC)[C@H]([Si](C)(C)C)[C@H]([Si](C)(C)C)O[C@]1(O)S(=O)(=O)F.CC(C)=O.CC(C)=O.CC(C)=O.CC(C)=O.CC(C)=O.CC(C)=O.CC(C)=O.CC(C)=O
gap between HOMO and LUMO = 9.0 eV
molecular weight = 945.47 g/mol

```
! wB97M-V def2-TZVPD RIJCOSX def2/J DEFGRID3
* xyz 0 1
C 9.1954 0.2285 -2.7647
C 8.4811 -0.5577 -1.7232
C 7.8262 -2.0443 -1.9455
C 6.9472 -2.6184 -0.6659
C 8.0259 -2.6636 0.5458
C 9.3164 -3.6787 0.3009
C 10.7202 -2.9395 -0.0629
C 11.6665 -4.0682 -0.8489
C 11.3379 -4.2011 -2.4493
C 11.6530 -2.8342 -3.3233
C 11.5768 -3.0639 -4.9623
C 11.0517 -1.7381 -5.7938
C 9.4469 -1.8789 -6.2249
C 5.6160 -1.6656 -0.6473
Si 4.8140 -1.0634 0.9839
C 4.3263 0.8199 0.6881
C 5.9120 -1.0245 2.5523
C 3.2107 -2.0762 1.5013
C 4.7007 -2.5347 -1.7437
Si 2.9886 -2.0539 -2.3243
C 3.0984 -1.6106 -4.2354
C 1.8664 -3.6670 -2.2722
C 1.9950 -0.6773 -1.4952
O 4.7149 -3.8654 -1.0449
C 6.1862 -4.0964 -0.8454
O 6.7831 -4.9653 -1.9058
S 6.1053 -5.2906 0.5963
O 5.5532 -4.6410 1.9254
O 7.3683 -6.1560 0.8168
F 4.8540 -6.4368 0.1581
H 9.0705 0.0009 -3.9091
H 9.8706 1.1483 -2.4769
H 8.3418 -0.0447 -0.6705
H 8.7301 -2.7614 -2.2497
H 7.1887 -1.9542 -2.9514
H 7.5680 -3.0306 1.5871
H 8.5197 -1.6133 0.8295
H 8.9651 -4.5007 -0.4880
H 9.5075 -4.2969 1.3045
H 11.2861 -2.6837 0.9301
H 10.6484 -1.9872 -0.7341
H 11.5211 -5.1400 -0.3636
H 12.7854 -3.6864 -0.7516
H 12.0407 -5.0438 -2.9123
H 10.2338 -4.5591 -2.6502
H 10.8044 -2.0629 -3.0254
H 12.7339 -2.4419 -3.1008
H 12.6791 -3.3023 -5.3399
H 10.9219 -4.0287 -5.2039
H 11.6774 -1.6642 -6.7978
H 11.2809 -0.7688 -5.1785
H 8.8392 -0.9140 -5.9299
H 8.9235 -2.8018 -5.6962
H 9.3569 -2.0316 -7.3977
H 5.7453 -0.6511 -1.2647
H 4.3323 1.1060 -0.4572
H 3.3513 1.1256 1.2581
H 5.2117 1.4603 1.1674
H 5.9303 -2.1266 3.0115
H 5.3917 -0.3175 3.3477
H 6.9934 -0.6163 2.3140
H 3.0442 -2.9464 0.7356
H 3.3574 -2.5020 2.5880
H 2.2808 -1.3334 1.5642
H 5.2441 -2.8608 -2.7581
H 3.5590 -0.5233 -4.2828
H 3.7799 -2.4221 -4.7711
H 1.9814 -1.6522 -4.6508
H 1.3898 -3.8538 -1.2167
H 2.5992 -4.5607 -2.5298
H 1.0826 -3.6206 -3.1411
H 1.5225 -1.1038 -0.4845
H 1.0386 -0.4724 -2.1829
H 2.5010 0.3685 -1.3640
H 6.7992 -4.4912 -2.7879
C -2.8880 1.8447 -2.9761
C -1.8692 0.8259 -3.4119
O -0.6784 0.9532 -3.1312
C -2.3635 -0.3545 -4.2044
H -2.3880 2.6402 -2.4134
H -3.3704 2.2860 -3.8519
H -3.6319 1.3730 -2.3291
H -2.8225 -0.0113 -5.1350
H -3.0839 -0.9243 -3.6121
H -1.5182 -1.0063 -4.4500
C -5.6868 0.9534 1.7114
C -5.2078 1.9091 0.6517
O -4.3549 1.5765 -0.1698
C -5.8124 3.2875 0.6360
H -5.1638 -0.0025 1.6013
H -5.4696 1.3586 2.7029
H -6.7599 0.7801 1.5978
H -5.6009 3.7968 1.5796
H -6.8911 3.2182 0.4743
H -5.3720 3.8676 -0.1819
C -9.5497 4.2531 3.7853
C -8.5573 4.5022 2.6812
O -7.8862 3.5868 2.2074
C -8.4176 5.9145 2.1794
H -9.5432 3.1895 4.0460
H -9.2739 4.8318 4.6704
H -10.5540 4.5251 3.4505
H -8.0913 6.5673 2.9930
H -9.3713 6.2604 1.7730
H -7.6660 5.9440 1.3834
C -8.6265 10.0381 5.0389
C -7.5638 9.2434 4.3283
O -7.7846 8.7096 3.2424
C -6.2205 9.1270 4.9975
H -9.5428 10.0364 4.4392
H -8.8429 9.5846 6.0095
H -8.2943 11.0714 5.1671
H -6.3296 8.6329 5.9663
H -5.7811 10.1196 5.1238
H -5.5536 8.5256 4.3705
C -6.2320 -1.9630 4.9338
C -7.4867 -1.5390 4.2184
O -7.5524 -1.5390 2.9901
C -8.6578 -1.1149 5.0636
H -5.4710 -2.2420 4.1973
H -5.8493 -1.1346 5.5354
H -6.4401 -2.8290 5.5671
H -8.3833 -0.2488 5.6711
H -8.9740 -1.9432 5.7027
H -9.4931 -0.8359 4.4126
C -13.5737 2.2509 2.6735
C -13.3135 2.5181 4.1319
O -12.4277 3.2922 4.4911
C -14.1787 1.8015 5.1337
H -12.8744 2.8360 2.0670
H -13.4218 1.1905 2.4571
H -14.5934 2.5494 2.4174
H -14.0538 0.7210 5.0270
H -15.2253 2.0800 4.9872
H -13.8774 2.0909 6.1461
C 5.1190 3.8930 -4.5167
C 4.2043 2.7198 -4.7467
O 4.4651 1.6077 -4.2904
C 2.9585 2.9596 -5.5567
H 5.9771 3.5719 -3.9167
H 5.4842 4.2727 -5.4742
H 4.5867 4.6781 -3.9738
H 3.2273 3.2978 -6.5606
H 2.3299 3.7031 -5.0601
H 2.3949 2.0243 -5.6411
C -12.3977 -4.2003 2.5922
C -11.2166 -3.4111 3.0903
O -11.1992 -2.9349 4.2242
C -10.0578 -3.2269 2.1475
H -13.1577 -4.2516 3.3790
H -12.8317 -3.7080 1.7183
H -12.0856 -5.2170 2.3404
H -10.3874 -2.6912 1.2537
H -9.6414 -4.2002 1.8760
H -9.2780 -2.6376 2.6417
*
```

---

C46H95F2N14O14 | wB97M-V/def2-TZVPD

Results
HOMO level = -9.6 eV
energy above the lowest of the compared OMol25 structures with the same formula, charge and spin = 0.0 kcal/mol
gap between HOMO and LUMO = 4.5 eV
molecular weight = 1106.35 g/mol

```
! wB97M-V def2-TZVPD RIJCOSX def2/J DEFGRID3
* xyz 1 1
C -8.3604 -8.8796 12.2009
C -6.8631 -8.7218 12.2886
F -6.2005 -9.9035 12.2134
N -6.3068 -7.8299 11.2125
C -6.7976 -7.8562 9.9511
C -6.3058 -7.0353 8.9830
C -5.2792 -6.1422 9.3070
C -4.7619 -5.2240 8.2125
O -5.2813 -5.2126 7.1307
O -3.6855 -4.5042 8.5609
C -4.0062 -3.3065 9.3184
C -2.7868 -2.8799 10.0778
N -1.8257 -3.6841 10.2167
C -4.7564 -6.1342 10.5890
C -5.3005 -6.9938 11.5073
F -4.8465 -7.0302 12.7251
H -8.6874 -9.3526 11.2787
H -8.6660 -9.5044 13.0371
H -8.8145 -7.8961 12.3171
H -6.6360 -8.2062 13.2193
H -7.5944 -8.5479 9.7284
H -6.7029 -7.0401 7.9786
H -4.8137 -3.4793 10.0406
H -4.3357 -2.5291 8.6298
H -2.7840 -1.8636 10.4695
H -1.0672 -3.2527 10.7410
H -3.9487 -5.4739 10.8815
C -2.6650 -0.1411 5.4482
C -2.9679 -1.1716 6.4980
O -2.9300 -0.9324 7.7037
N -3.2986 -2.4269 6.0954
C -3.4294 -2.9570 4.7552
H -2.4105 0.7961 5.9285
H -1.8178 -0.4519 4.8406
H -3.5349 0.0163 4.8058
H -3.4530 -3.0218 6.8909
H -4.4403 -3.3357 4.5937
H -2.7284 -3.7793 4.6027
H -3.2224 -2.1840 4.0225
C 1.9464 2.1195 3.8373
C 0.4705 1.8864 4.0262
O 0.0239 1.0596 4.8122
N -0.3694 2.6493 3.2800
C -0.0102 3.6663 2.3094
H 2.4965 1.4491 4.4905
H 2.2382 1.9280 2.8054
H 2.2084 3.1477 4.0840
H -1.3494 2.4704 3.4440
H -0.4287 4.6306 2.6061
H -0.4131 3.4072 1.3276
H 1.0698 3.7618 2.2295
C 5.3979 5.2330 0.7453
C 3.9223 5.0030 0.9388
O 3.4888 4.1704 1.7282
N 3.0735 5.7596 0.1993
C 3.3998 6.7873 -0.7786
H 5.9442 4.5586 1.3964
H 5.6929 5.0286 -0.2812
H 5.6534 6.2624 1.0039
H 2.1010 5.5634 0.3735
H 2.9734 7.7434 -0.4730
H 2.9879 6.5096 -1.7523
H 4.4743 6.8985 -0.8719
C 4.3097 3.0770 -2.1654
C 5.6831 2.4997 -1.9111
O 6.5398 3.0918 -1.2610
N 5.9393 1.2840 -2.4423
C 5.0605 0.4403 -3.2439
H 4.2388 4.0507 -1.6926
H 4.1381 3.1923 -3.2360
H 3.5382 2.4300 -1.7475
H 6.8672 0.9450 -2.2449
H 4.9124 -0.5151 -2.7352
H 5.5098 0.2553 -4.2114
H 4.0981 0.9104 -3.3983
C 4.3861 -1.9428 -6.8546
C 4.5117 -0.4516 -7.0461
O 4.3534 0.3446 -6.1303
N 4.8152 0.0020 -8.2939
C 5.0459 -0.7779 -9.4928
H 4.1497 -2.1500 -5.8206
H 3.5916 -2.3456 -7.4798
H 5.3229 -2.4413 -7.1044
H 4.8863 1.0055 -8.3558
H 6.0502 -0.5963 -9.8791
H 4.3307 -0.5020 -10.2709
H 4.9418 -1.8372 -9.2840
C 2.2365 -5.4842 -4.0741
C 2.4538 -4.9614 -5.4750
O 3.4890 -4.3884 -5.7956
N 1.4528 -5.1417 -6.3637
C 0.1592 -5.7819 -6.1580
H 3.1205 -5.2605 -3.4849
H 1.3707 -5.0060 -3.6147
H 2.0814 -6.5633 -4.0848
H 1.6528 -4.7686 -7.2779
H 0.0619 -6.6288 -6.8416
H -0.6307 -5.0717 -6.3619
H 0.0536 -6.1348 -5.1402
C -2.7405 -2.8160 -3.4230
C -3.0566 -4.0441 -4.2382
O -2.2196 -4.5913 -4.9440
N -4.3205 -4.5311 -4.1657
C -5.4359 -4.0118 -3.3984
H -1.6993 -2.5520 -3.5832
H -3.3657 -1.9725 -3.7257
H -2.8944 -3.0115 -2.3607
H -4.4711 -5.3520 -4.7304
H -5.7934 -4.7655 -2.6939
H -6.2594 -3.7449 -4.0621
H -5.1403 -3.1277 -2.8450
C 2.4442 11.6283 1.9150
C 2.0070 10.3660 1.2101
O 2.7809 9.7066 0.5336
N 0.7113 9.9852 1.3561
C -0.3368 10.6398 2.1152
H 3.4952 11.7912 1.6999
H 1.8735 12.4873 1.5611
H 2.3145 11.5344 2.9935
H 0.4807 9.1378 0.8626
H -0.7227 9.9688 2.8842
H -1.1624 10.9185 1.4586
H 0.0411 11.5354 2.5954
C -4.1894 0.4561 -7.1102
C -3.5019 0.3218 -5.7728
O -4.1279 0.1449 -4.7345
N -2.1501 0.4025 -5.7593
C -1.2503 0.6017 -6.8830
H -5.2601 0.3693 -6.9540
H -3.9745 1.4260 -7.5593
H -3.8626 -0.3296 -7.7922
H -1.7488 0.3083 -4.8398
H -0.5619 -0.2393 -6.9607
H -0.6694 1.5139 -6.7343
H -1.7985 0.6790 -7.8143
C 12.2486 3.8585 -0.2893
C 12.0035 2.5685 -1.0399
O 12.8899 2.0099 -1.6662
N 10.7497 2.0519 -0.9911
C 9.5771 2.5742 -0.3034
H 13.2885 4.1381 -0.4255
H 11.6132 4.6570 -0.6736
H 12.0524 3.7306 0.7757
H 10.6522 1.1943 -1.5103
H 9.2237 1.8405 0.4244
H 8.7728 2.7623 -1.0096
H 9.8122 3.4960 0.2171
C -5.7683 2.0645 5.5595
C -5.4239 2.4679 4.1423
O -4.3310 2.9245 3.8494
N -6.3815 2.2969 3.1924
C -7.7235 1.7735 3.3537
H -4.9050 2.2592 6.1880
H -6.6175 2.6347 5.9369
H -6.0025 0.9993 5.5999
H -6.0898 2.5820 2.2706
H -7.8611 0.8848 2.7351
H -8.4607 2.5179 3.0488
H -7.9083 1.5078 4.3888
C -1.1051 -0.7267 -12.2163
C -0.3681 -0.8329 -10.9017
O -0.9554 -0.9929 -9.8438
N 0.9877 -0.7433 -10.9372
C 1.8423 -0.5557 -12.0937
H -2.1683 -0.8171 -12.0188
H -0.9142 0.2361 -12.6914
H -0.8032 -1.5244 -12.8957
H 1.4216 -0.8201 -10.0302
H 2.5362 -1.3924 -12.1927
H 2.4247 0.3618 -11.9905
H 1.2511 -0.4886 -13.0000
*
```

---

C46H96Cl10N4O4 | wB97M-V/def2-TZVPD

Results
HOMO level = -8.3 eV
SMILES = CC1(C)CCCC(C)(C)N1O.CC1(C)CCCC(C)(C)N1O.CC1(C)CCCC(C)(C)N1O.CC1(C)CCCC(C)(C)N1O.ClCCCl.ClCCCl.ClCCCl.ClCCCl.ClCCCl
energy above the lowest of the compared OMol25 structures with the same formula, charge and spin = 0.0 kcal/mol
gap between HOMO and LUMO = 8.7 eV
molecular weight = 1123.83 g/mol

```
! wB97M-V def2-TZVPD RIJCOSX def2/J DEFGRID3
* xyz 0 1
C -4.9778 -3.1475 2.6742
C -5.6588 -3.6434 1.3800
C -7.2292 -3.4273 1.5804
C -7.9967 -3.7129 0.2859
C -7.4822 -2.7931 -0.8267
C -5.9954 -2.8970 -1.0670
N -5.2830 -2.7317 0.2864
O -3.8819 -2.8019 0.0660
C -5.5689 -4.1690 -1.8624
C -5.5595 -1.6909 -1.9827
C -5.3602 -5.0774 1.0865
H -3.8906 -3.3560 2.6591
H -5.4216 -3.6706 3.5263
H -5.1827 -2.0789 2.7781
H -7.4489 -4.1388 2.4111
H -7.4897 -2.4110 2.0034
H -9.0918 -3.4763 0.5227
H -7.9456 -4.7420 -0.1036
H -7.6264 -1.7511 -0.5797
H -8.0586 -2.9245 -1.7577
H -4.4907 -4.3313 -1.7290
H -6.0985 -5.0798 -1.5043
H -5.7823 -4.1188 -2.9218
H -4.4532 -1.6835 -2.1492
H -6.0483 -1.5619 -2.9652
H -5.7948 -0.7856 -1.4284
H -6.1015 -5.5466 0.4536
H -5.4357 -5.7771 1.8729
H -4.3813 -5.1244 0.6390
H -3.6017 -1.8827 0.0105
C 5.2815 3.9335 -3.6832
C 4.6524 2.8997 -2.7505
C 5.6956 2.4693 -1.6432
C 4.9753 1.6355 -0.6045
C 3.9014 2.4518 0.0824
C 2.7938 2.9134 -0.8884
N 3.5474 3.5432 -2.0864
O 2.6745 4.0972 -3.0075
C 1.7908 1.8307 -1.2384
C 1.9679 4.0223 -0.3054
C 4.2582 1.6686 -3.6046
H 6.0728 3.4509 -4.3001
H 5.6199 4.8333 -3.1434
H 4.4350 4.1522 -4.3778
H 6.5490 1.9980 -2.1703
H 6.0370 3.4335 -1.2020
H 5.7307 1.1863 -0.0006
H 4.5231 0.7487 -1.0422
H 4.3399 3.3456 0.5956
H 3.3699 1.8429 0.8092
H 1.1449 2.1094 -2.0997
H 2.2504 0.8696 -1.4222
H 1.1825 1.6471 -0.3124
H 1.5122 3.8465 0.6537
H 2.6352 4.8835 -0.1293
H 1.1905 4.3030 -0.9722
H 5.1515 1.2093 -4.0629
H 3.7096 1.9240 -4.5609
H 3.6087 1.0305 -2.9777
H 2.0149 3.4835 -3.3340
C 0.5912 7.2554 4.3378
C 1.0429 6.3577 3.1389
C 2.5756 6.3525 2.9644
C 3.2403 5.4997 4.0790
C 2.7619 4.0846 3.8894
C 1.2226 4.0018 4.1375
N 0.5368 4.9748 3.2826
O -0.8328 4.9636 3.4154
C 0.7376 2.6353 3.6026
C 0.8400 4.0364 5.6239
C 0.4685 6.9527 1.8758
H -0.4265 6.9943 4.7102
H 0.4336 8.3147 4.0407
H 1.2564 7.2066 5.2082
H 2.8305 5.8665 2.0131
H 2.9451 7.3981 2.9823
H 2.9714 5.9490 5.0580
H 4.2826 5.5449 4.0774
H 3.2093 3.3301 4.5561
H 2.8065 3.7253 2.8418
H 1.2200 1.8464 4.1854
H -0.3495 2.5547 3.5776
H 1.1190 2.5893 2.5707
H 1.1272 4.9007 6.1742
H -0.2332 3.8495 5.6611
H 1.3376 3.1911 6.0290
H -0.6010 7.0501 2.0351
H 0.7196 6.2321 1.0869
H 0.8103 7.9457 1.6082
H -1.1025 5.1398 4.3217
C 3.7045 -2.1637 -6.2188
C 3.2441 -3.4266 -5.4488
C 4.1083 -3.5510 -4.1850
C 3.5898 -4.6718 -3.2924
C 2.1652 -4.3149 -2.8323
C 1.1730 -4.0875 -3.9788
N 1.8073 -3.1461 -4.9649
O 0.8866 -2.9740 -6.0570
C 0.7076 -5.4506 -4.5631
C -0.0454 -3.3316 -3.3737
C 3.2696 -4.6507 -6.3482
H 3.7106 -1.2794 -5.5916
H 3.0321 -1.9492 -7.0710
H 4.7571 -2.3279 -6.5511
H 5.1332 -3.6839 -4.5676
H 4.1239 -2.6268 -3.5923
H 4.2631 -4.6741 -2.4051
H 3.6984 -5.6045 -3.7676
H 2.2828 -3.3391 -2.2615
H 1.6759 -5.0209 -2.1776
H 0.3347 -6.1065 -3.7555
H -0.0453 -5.3874 -5.3243
H 1.6089 -5.8927 -4.9569
H 0.1830 -2.2422 -3.2360
H -0.8553 -3.2421 -4.1278
H -0.5087 -3.8555 -2.5781
H 2.4036 -4.6755 -6.9784
H 3.4136 -5.6143 -5.8123
H 4.0504 -4.6808 -7.0852
H 0.6713 -2.0586 -6.1835
Cl -4.3603 5.9838 -0.2128
C -3.1634 5.1299 0.8292
C -1.8559 4.8189 0.0850
Cl -2.0586 3.9149 -1.4083
H -3.6473 4.2548 1.1930
H -2.9224 5.8068 1.5992
H -1.1100 4.2692 0.6561
H -1.4680 5.7924 -0.1432
Cl -1.1333 -6.4895 -0.5606
C -1.3417 -4.6871 -0.1777
C -1.6348 -4.3409 1.2750
Cl -0.2784 -4.8590 2.2465
H -2.2055 -4.4020 -0.8110
H -0.4070 -4.2179 -0.4622
H -2.4728 -4.8670 1.6231
H -1.7933 -3.2817 1.4277
Cl -1.6187 -2.8731 4.4846
C -2.1644 -1.4941 5.4864
C -1.0029 -0.5867 5.6094
Cl -1.2580 0.8175 6.7394
H -2.3607 -1.8845 6.5143
H -2.9786 -1.0080 4.9756
H -0.7119 -0.2044 4.6251
H -0.1788 -1.1470 6.0842
Cl 1.3601 -1.5410 3.6064
C 2.3392 -2.7021 2.5983
C 1.9192 -2.4824 1.1606
Cl 2.4999 -0.8503 0.5916
H 2.0803 -3.6989 2.9305
H 3.3843 -2.4727 2.7585
H 0.8386 -2.3548 1.1015
H 2.2852 -3.2322 0.4682
Cl -1.0946 -1.1274 -0.3405
C -0.9075 0.3487 0.7205
C -1.9215 0.5056 1.8551
Cl -3.5908 0.7480 1.3471
H -1.0180 1.2071 0.0733
H 0.0807 0.2837 1.2188
H -1.6367 1.4171 2.3813
H -1.8552 -0.4374 2.4723
*
```